1.
13
Properties=species:S:1:pos:R:3 method="wB97M-V/def2-TZVPD" orbital_gap_ev="6.706 / 6.706" e_above_lowest_kj_mol=115.6
C -1.154 0.214 -0.961
C -0.266 0.240 1.354
C 1.238 0.136 -0.414
N 0.025 0.427 -0.089
Cl 1.570 -0.181 -2.078
Br 1.426 -2.747 0.309
I 2.842 0.994 0.671
H -0.899 0.652 -1.992
H -1.498 -0.795 -1.216
H -2.096 0.691 -0.733
H 0.436 -0.496 1.732
H -0.440 1.143 2.156
H -1.183 -0.278 1.259

2.
14
Properties=species:S:1:pos:R:3 method="wB97M-V/def2-TZVPD" orbital_gap_ev="7.703 / 7.706" e_above_lowest_kj_mol=326.7
C 0.224 1.094 -0.912
C -1.431 -2.211 -2.288
C 0.672 -0.077 1.142
N -0.567 -1.043 -0.610
N -0.025 0.062 -0.123
N -0.583 -1.240 -1.984
O 0.186 -0.725 -2.836
Br -1.732 -2.704 -4.081
H 0.844 1.809 -0.489
H -0.019 1.269 -1.909
H -2.014 -2.846 -1.590
H -0.121 0.216 1.840
H 0.995 -1.054 1.401
H 1.391 0.686 1.332

3.
12
Properties=species:S:1:pos:R:3 method="wB97M-V/def2-TZVPD" orbital_gap_ev="9.006 / 9.006" e_above_lowest_kj_mol=275.9
C -0.117 -1.294 0.670
C 0.864 -0.394 -0.102
Br 2.706 -1.065 0.098
N 0.697 0.930 -0.269
C -0.948 1.112 -0.577
O 1.549 1.713 -0.636
H -0.239 -2.286 0.175
H -1.072 -0.861 0.705
H 0.172 -1.226 1.713
H -1.036 1.932 -1.262
H -1.238 0.096 -0.922
H -1.338 1.343 0.407

4.
13
Properties=species:S:1:pos:R:3 method="wB97M-V/def2-TZVPD" orbital_gap_ev=9.859 e_above_lowest_kj_mol=490.4
C -0.410 -1.342 -0.113
C 1.425 0.700 0.678
C -0.188 0.072 -0.554
N -1.347 0.970 -0.252
O -2.375 0.478 0.067
O -1.143 2.162 -0.285
Br 2.859 -0.206 -0.088
H 0.518 -1.740 -0.087
H -1.089 -1.868 -0.779
H -0.682 -1.470 0.859
H 1.095 0.464 1.705
H 1.421 1.702 0.496
H -0.085 0.080 -1.648

5.
14
Properties=species:S:1:pos:R:3 method="wB97M-V/def2-TZVPD" orbital_gap_ev=9.697 smiles="C=[N+]([O-])O.CC(=O)Br" e_above_lowest_kj_mol=151.8
C -0.232 0.323 1.620
N -1.168 -0.592 1.555
O -1.081 -1.549 0.815
O -2.372 -0.222 2.155
H 0.766 0.321 1.223
H -0.416 1.282 2.200
H -3.024 -0.973 2.182
C 0.402 0.433 -1.735
C 0.253 1.648 -0.893
O -0.527 2.426 -0.482
Br 2.189 2.060 -0.136
H -0.090 0.523 -2.718
H 1.411 0.085 -2.028
H -0.186 -0.261 -1.214

6.
14
Properties=species:S:1:pos:R:3 method="wB97M-V/def2-TZVPD" orbital_gap_ev="6.149 / 5.987" e_above_lowest_kj_mol=0.0 multiplicity=3 s2=2.001 charge=+1
H 1.506 -0.763 0.344
C 1.140 0.185 -0.076
F 2.031 -1.835 2.451
F 1.357 0.009 -1.420
F 1.841 1.319 0.221
Ce 2.206 -3.224 4.142
C -1.702 0.709 -1.607
O -1.044 1.288 -0.500
C -0.373 0.395 0.342
H -2.248 1.511 -2.118
H -1.013 0.222 -2.313
H -2.410 -0.065 -1.269
H -0.343 0.793 1.366
H -0.948 -0.542 0.438

7.
13
Properties=species:S:1:pos:R:3 method="wB97M-V/def2-TZVPD" orbital_gap_ev=10.851 smiles="O=C(Cl)CO.CCl" e_above_lowest_kj_mol=165.0
O 0.129 -0.183 -1.117
C -0.601 0.403 -0.379
Cl -0.824 0.006 1.223
C -1.484 1.642 -0.771
O -2.527 1.926 0.109
H -0.898 2.564 -0.686
H -1.834 1.551 -1.868
H -2.055 2.146 0.921
C 2.037 -2.002 0.337
Cl 1.354 -2.135 2.006
H 2.834 -2.796 0.360
H 2.412 -0.968 0.351
H 1.456 -2.153 -0.487

8.
12
Properties=species:S:1:pos:R:3 method="wB97M-V/def2-TZVPD" orbital_gap_ev=10.375 e_above_lowest_kj_mol=35.0 charge=+1
C 1.392 0.270 -1.415
C 0.064 0.830 -1.148
C -0.029 -0.649 1.560
P -0.936 0.090 0.184
Cl -1.926 -1.230 -0.858
Cl -2.139 1.445 0.800
H 1.769 0.558 -2.339
H 1.814 -0.426 -0.768
H -0.512 1.551 -1.680
H -0.546 -0.524 2.457
H 1.051 -0.178 1.602
H -0.001 -1.735 1.606